312
Properties=species:S:1:pos:R:3 method="wB97M-V/def2-TZVPD" max_force_ev_per_a=3.6 homo_lumo_gap_ev=8.3 relative_energy_kj_mol=154.8 lumo_ev=0.427 e_homo_ev=-7.89
C 3.13356 5.05064 4.20218
C 3.81785 3.97488 5.14451
C 3.50032 4.33766 6.58373
C 2.09005 4.01727 6.97365
C 1.83581 2.52056 6.72092
C 2.14926 2.09668 5.32007
N 3.47359 2.59704 4.96035
O 3.72648 2.23177 3.61505
C 2.15778 0.60847 5.14330
C 1.01945 2.77093 4.44657
C 5.28107 3.93263 4.98106
H 3.67694 5.97050 4.41047
H 2.13512 5.38796 4.46788
H 3.26750 4.80933 3.13443
H 4.16058 3.71274 7.24820
H 3.60326 5.44897 6.73479
H 1.48794 4.72449 6.40353
H 1.88019 4.31250 8.02780
H 0.77820 2.16827 7.06725
H 2.53612 2.03455 7.38842
H 2.15614 0.23936 4.16013
H 3.07150 0.19335 5.67500
H 1.18001 0.18625 5.57262
H 0.83917 3.77016 4.77094
H 1.20696 2.67449 3.34862
H 0.04434 2.27000 4.62833
H 5.80812 4.85819 5.11576
H 5.49516 3.48925 4.04106
H 5.62170 3.29860 5.86569
H 3.10088 2.77173 3.08960
C -5.88451 -3.45461 -5.53541
C -4.88034 -2.44707 -6.00980
C -5.29928 -1.01899 -5.54617
C -4.19832 -0.01115 -5.68301
C -2.96407 -0.55984 -4.88099
C -2.45176 -1.95969 -5.28190
N -3.67798 -2.83699 -5.23163
O -3.28302 -4.09725 -5.65924
C -1.70493 -1.97535 -6.62301
C -1.53370 -2.54456 -4.26222
C -4.70481 -2.44530 -7.53584
H -5.76128 -4.41070 -5.91233
H -6.87175 -3.09577 -5.76895
H -5.84263 -3.52418 -4.40991
H -6.24012 -0.68734 -6.02016
H -5.56748 -1.04644 -4.47759
H -4.54276 0.93465 -5.13876
H -3.88471 0.22913 -6.70855
H -3.11152 -0.54459 -3.78220
H -2.14134 0.12102 -4.94181
H -2.13703 -2.70038 -7.34480
H -1.78802 -0.99162 -7.06562
H -0.65052 -2.25321 -6.47274
H -0.64888 -1.95203 -4.25400
H -2.02904 -2.50465 -3.32233
H -1.17391 -3.54792 -4.37978
H -3.99580 -1.63515 -7.78607
H -5.63059 -2.27739 -8.06131
H -4.25766 -3.41613 -7.81876
H -3.53404 -4.75838 -4.95398
C -2.23587 1.96943 6.71152
C -2.76581 0.77425 7.59576
C -4.32968 0.72602 7.54161
C -4.88377 0.40220 6.18565
C -4.38519 -0.98156 5.72475
C -2.85441 -1.02271 5.85667
N -2.37107 -0.53479 7.17302
O -0.95954 -0.41245 7.03781
C -2.40194 -2.49091 5.84046
C -2.23502 -0.38108 4.60267
C -2.38740 0.89518 9.04570
H -2.66134 2.03105 5.67514
H -1.17903 1.94046 6.58585
H -2.58549 2.80842 7.29938
H -4.66305 -0.07223 8.18559
H -4.73569 1.67958 7.86174
H -4.62036 1.08716 5.37349
H -5.95924 0.33749 6.04317
H -4.64142 -1.08519 4.65459
H -4.89140 -1.89966 6.17010
H -2.28116 -2.94340 4.87903
H -1.38361 -2.59819 6.24135
H -3.00840 -3.12261 6.50111
H -2.28763 -1.01785 3.76187
H -2.76211 0.50433 4.29005
H -1.22901 -0.06065 4.79188
H -2.68995 0.08608 9.67525
H -2.69509 1.86575 9.45810
H -1.30975 0.95831 9.22233
H -0.61177 -1.15892 7.53725
C 6.19030 -3.68385 1.03137
C 7.06580 -2.38825 0.81919
C 7.97810 -2.57478 -0.40250
C 8.56256 -1.34001 -1.04351
C 7.42830 -0.39497 -1.41241
C 6.51706 -0.08753 -0.20062
N 6.10463 -1.37951 0.35988
O 5.07500 -1.07114 1.39913
C 7.16638 0.96594 0.72505
C 5.27724 0.52615 -0.75202
C 7.89219 -2.09365 2.09828
H 5.43633 -3.77043 0.21182
H 5.57767 -3.64391 1.90411
H 6.82884 -4.52882 1.17290
H 8.72240 -3.27714 0.02282
H 7.44796 -3.18352 -1.14177
H 9.05401 -1.70373 -1.94200
H 9.29243 -0.74180 -0.40948
H 6.82541 -0.87856 -2.15916
H 7.61933 0.61223 -1.83694
H 6.46769 1.20149 1.51701
H 8.08783 0.51275 1.17875
H 7.41640 1.83974 0.16772
H 5.52067 1.42304 -1.33915
H 4.73068 -0.15290 -1.40279
H 4.62691 0.88261 0.06580
H 7.26849 -1.54758 2.79519
H 8.68697 -1.39556 1.82869
H 8.39003 -2.97987 2.57692
H 5.61915 -0.63204 2.08717
C -7.56406 2.92491 -0.80200
C -7.66778 1.44535 -0.33533
C -7.47598 0.54658 -1.56779
C -6.96829 -0.87816 -1.35822
C -5.69235 -0.78471 -0.57508
C -5.88329 -0.00536 0.76572
N -6.45779 1.35233 0.46037
O -6.51696 2.18652 1.61951
C -6.79969 -0.88672 1.74993
C -4.58912 0.15548 1.48156
C -8.97210 1.28801 0.44942
H -7.82710 3.50422 0.06934
H -8.28998 3.06658 -1.63700
H -6.56274 3.34229 -1.04177
H -8.47008 0.40664 -1.99959
H -6.69657 1.03343 -2.16326
H -6.78783 -1.40230 -2.30224
H -7.68280 -1.44142 -0.75393
H -4.86879 -0.31981 -1.13860
H -5.31440 -1.78574 -0.29879
H -7.23954 -0.20277 2.53974
H -7.55089 -1.32112 1.08605
H -6.19879 -1.67909 2.20790
H -3.83008 0.66404 0.85137
H -4.65477 0.73831 2.35646
H -4.08493 -0.76253 1.69973
H -9.81042 1.00599 -0.21251
H -9.11885 2.23085 0.99335
H -8.91199 0.48329 1.22822
H -5.70457 2.77771 1.55754
C 0.82019 -2.82997 1.23890
C 1.16716 -1.99251 0.07466
C 0.05233 -2.22470 -1.00969
C -1.16450 -1.32305 -0.64133
C -0.80741 0.15185 -0.55872
C 0.32209 0.47656 0.37927
N 1.31233 -0.56774 0.30820
O 2.26090 -0.39869 1.40758
C 0.99946 1.73440 -0.07273
C -0.24107 0.66124 1.80126
C 2.48422 -2.50251 -0.59423
H 1.72999 -2.89445 1.91380
H 0.54294 -3.86456 1.06063
H -0.00300 -2.50279 1.81848
H 0.49277 -1.94279 -1.94203
H -0.22700 -3.31557 -0.96403
H -1.56076 -1.66218 0.33048
H -1.98135 -1.44714 -1.41079
H -1.72674 0.72732 -0.21718
H -0.59366 0.53755 -1.54241
H 1.38437 1.74188 -1.09615
H 0.30152 2.56956 -0.08432
H 1.78828 2.04796 0.65519
H -0.86174 1.61714 1.87427
H -0.80570 -0.21532 2.17906
H 0.57884 0.93692 2.39015
H 2.68102 -1.98321 -1.55535
H 2.37436 -3.56714 -0.78682
H 3.35412 -2.25068 0.01157
H 3.12253 -0.52393 1.02495
C 2.45010 0.65003 -8.46778
C 2.42642 1.42651 -7.14874
C 1.14546 2.32996 -7.12392
C 0.92438 3.08555 -5.74254
C 0.87577 2.06080 -4.63104
C 2.10636 1.20076 -4.68138
N 2.31506 0.59697 -6.03653
O 3.45682 -0.21394 -5.84238
C 3.31610 1.95733 -4.14475
C 1.81275 -0.02683 -3.80722
C 3.77163 2.21641 -7.15995
H 3.12432 -0.15546 -8.19746
H 2.85356 1.15880 -9.37544
H 1.43827 0.31228 -8.65882
H 1.26799 3.08540 -7.93418
H 0.26903 1.65968 -7.41678
H 0.00129 3.69647 -5.71938
H 1.81719 3.72036 -5.60074
H -0.00230 1.33951 -4.79440
H 0.81095 2.53233 -3.62669
H 3.30015 3.02442 -4.31590
H 3.41406 1.84622 -3.03552
H 4.24510 1.55867 -4.54393
H 1.42937 0.23048 -2.84803
H 1.10491 -0.68426 -4.27788
H 2.75672 -0.59436 -3.60876
H 4.64387 1.57286 -7.31220
H 4.03962 2.75106 -6.25435
H 3.79259 2.91039 -7.99605
H 3.14334 -1.06640 -6.19514
C 0.02510 -6.18744 5.00070
C 1.45345 -5.95995 4.55554
C 1.94061 -4.60268 4.96603
O 3.12146 -4.30726 4.27811
C 3.49726 -2.93628 4.47490
N 2.36971 -7.04320 4.91795
H -0.10926 -6.31973 6.09519
H -0.39394 -7.10461 4.55597
H -0.58849 -5.36242 4.71421
H 1.46858 -6.05599 3.45930
H 2.03160 -4.47798 6.07892
H 1.22042 -3.79807 4.73800
H 4.58484 -2.81385 4.29227
H 3.17827 -2.63170 5.51205
H 2.89607 -2.25564 3.83039
H 3.23667 -6.98499 4.39431
H 2.53144 -7.16850 5.92190
C -3.45588 3.44862 3.73357
C -3.50861 4.27808 2.48740
C -2.20799 4.96873 2.20709
O -1.72045 5.80796 3.24568
C -0.42989 6.23139 3.06761
N -3.91720 3.38112 1.40544
H -2.82990 2.60321 3.54500
H -4.45722 3.21328 3.93914
H -3.09097 3.99043 4.60018
H -4.28406 5.02245 2.59601
H -2.30796 5.58805 1.34443
H -1.38736 4.19655 2.00633
H -0.31087 6.95512 3.88854
H -0.29095 6.55746 2.04770
H 0.32968 5.50256 3.28039
H -3.86428 3.89238 0.57044
H -3.25667 2.62847 1.25473
C -1.64808 -5.78785 -2.22143
C -2.63679 -6.72652 -3.04564
C -2.92375 -7.98818 -2.22397
O -3.84593 -8.82890 -2.90742
C -4.05392 -10.08613 -2.34240
N -3.88503 -6.03441 -3.38577
H -2.11147 -5.52987 -1.24798
H -1.26642 -4.92420 -2.78087
H -0.78340 -6.38493 -1.91228
H -2.19591 -7.08334 -4.00511
H -3.32645 -7.70183 -1.21145
H -2.03824 -8.61115 -1.98872
H -4.89061 -10.59568 -2.83864
H -4.33566 -10.01850 -1.32126
H -3.13339 -10.66836 -2.41966
H -4.11005 -5.46980 -2.57172
H -4.64593 -6.66922 -3.61783
C 2.76806 7.16559 0.81007
C 3.02957 6.72107 -0.67071
C 3.11868 5.18455 -0.68921
O 3.96795 4.58172 0.31960
C 5.31467 4.52933 -0.07989
N 1.95969 7.08487 -1.62712
H 3.68602 7.32262 1.40256
H 2.18898 6.39546 1.36195
H 2.19790 8.10689 0.71149
H 3.95728 7.14040 -0.96397
H 3.32619 4.80663 -1.72480
H 2.09826 4.89130 -0.36547
H 5.86622 3.81921 0.53483
H 5.80350 5.48626 -0.03811
H 5.38443 4.12817 -1.10538
H 2.33756 7.09473 -2.56047
H 1.70363 8.05481 -1.46117
C -1.99424 5.78966 -1.44545
C -1.11342 4.58235 -1.83247
C -2.03705 3.49920 -2.40783
O -2.97025 3.09922 -1.42438
C -3.83128 2.04457 -1.82709
N -0.08395 4.89061 -2.81311
H -1.30745 6.59076 -1.15152
H -2.64498 5.52126 -0.59361
H -2.70857 6.08919 -2.25738
H -0.55328 4.13297 -1.01144
H -1.40307 2.67472 -2.69870
H -2.58574 3.86741 -3.33779
H -4.13456 2.26762 -2.87206
H -4.72865 2.01167 -1.18645
H -3.21936 1.15789 -1.77922
H 0.47418 5.68301 -2.42468
H -0.46278 5.32476 -3.70490
C 5.30427 -4.77329 -4.38719
C 4.44154 -3.45569 -4.47504
C 2.95360 -3.69600 -4.16548
O 2.52778 -4.77820 -4.91630
C 1.22629 -5.17675 -4.61245
N 5.19050 -2.53639 -3.63254
H 6.34954 -4.45869 -4.55460
H 4.95477 -5.49177 -5.16551
H 5.28135 -5.27569 -3.38184
H 4.54056 -3.14388 -5.50478
H 2.28932 -2.86046 -4.44972
H 2.63674 -3.81553 -3.12572
H 0.52053 -4.36146 -4.75134
H 1.11906 -5.53119 -3.57496
H 0.94390 -6.01072 -5.23108
H 5.31068 -2.86357 -2.71559
H 4.99362 -1.56147 -3.64560